The following is a DFT calculation (ωB97M-V/def2-TZVPD) of a 2-piece molecular cluster, C4H7NO2 overall at a distorted geometry.

Geometry as XYZ:
```
14
Properties=species:S:1:pos:R:3:forces:R:3
O -1.2448 1.2657 1.4529 0.776 0.009 -0.169
O -1.9885 -1.1262 0.5882 -0.213 -0.053 0.130
N 0.9690 -0.4618 -1.4354 -0.218 -0.437 -0.449
C 1.1845 1.1342 1.0138 -0.060 0.172 0.253
C -0.6960 -1.0358 0.1659 0.074 -0.335 -0.509
C -0.1161 1.0559 1.1714 -0.427 0.825 0.475
C -0.3673 -0.4393 -0.9841 -0.369 -0.043 0.353
H -1.1327 0.0130 -1.6152 -0.015 0.113 0.309
H -2.2370 -0.2590 0.9560 -0.006 -0.216 -0.037
H 1.8529 0.3167 0.7823 -0.360 0.161 -0.201
H 1.1479 0.2703 -2.1177 -0.036 -0.229 0.101
H 1.5533 2.1412 1.1342 0.241 0.060 0.206
H 1.0059 -1.3608 -1.8984 0.837 -0.028 -0.317
H 0.0689 -1.5141 0.7863 -0.223 0.001 -0.146
```
Positions in Å, forces in eV/Å.

Output
M: 101.105 g mol⁻¹
max |F|: 1.0 eV/Å
LUMO: 0.868 eV
energy above the lowest of the compared OMol25 structures with the same formula, charge and spin: 75.6 kcal per mole
SMILES: N/C=C/O.C=C=O
total charge: 0
energy: -9843.9993 eV
HOMO-LUMO gap: 0.3581 hartree

Here are the Löwdin charges for atoms 1 to 6, given in e: number 1, O, carries 0.103; number 2, O, carries -0.016; number 3, N, carries 0.026; number 4, C, carries 0.003; number 5, C, carries -0.256; number 6, C, carries -0.312

The following is a DFT calculation (ωB97M-V/def2-TZVPD) of a 2-piece molecular cluster, C21H23F3NO4S overall at a distorted geometry.

Geometry as XYZ:
```
53
Properties=species:S:1:pos:R:3:forces:R:3
S -1.2601 1.5817 1.7430 -0.274 2.381 -0.916
F -3.4815 0.5722 2.7788 -0.086 0.343 -0.536
F -3.5891 1.1121 0.6337 -0.204 0.018 0.806
F -3.7100 2.6673 2.1743 0.407 -1.121 -0.294
O -0.7830 2.0144 3.0315 -0.048 -0.986 0.103
O -3.7955 5.4012 3.7327 -0.114 -0.328 0.775
O -1.6964 4.4828 3.9232 -0.669 0.332 -0.058
O -0.8384 0.3285 1.1680 -0.219 -0.323 0.499
N -2.5341 5.2132 1.8918 -1.140 0.707 0.924
C -1.1152 2.9314 0.5838 -0.959 -0.994 -0.124
C -4.5943 3.5368 5.0994 0.103 -0.434 -0.229
C -2.5883 4.9717 3.2475 0.872 -0.429 -0.816
C 1.4587 3.0104 -2.1292 -0.182 0.207 0.090
C -2.2513 7.5922 -1.3592 0.008 -0.442 0.251
C -3.1435 5.2926 6.1363 0.562 0.104 0.257
C 2.6298 2.6983 -1.4370 -0.201 -0.361 0.351
C 0.1633 2.8236 -0.0918 -0.028 -0.076 -0.311
C 0.0576 6.3785 -0.3287 -0.514 -0.171 0.112
C 3.9223 2.6117 -2.1853 0.127 0.009 -0.236
C 0.2394 3.0908 -1.4753 0.356 -0.049 0.477
C 1.3395 2.4684 0.6031 0.001 0.460 -0.049
C -1.2141 5.9602 0.1097 0.032 0.078 -0.727
C -5.4328 5.8106 5.4335 -0.390 0.415 -0.108
C 2.5518 2.4164 -0.0654 -0.001 0.124 -0.502
C -4.1970 5.0029 5.0832 -0.026 -0.070 0.117
C -2.3621 6.5583 -0.4230 0.063 0.331 -0.460
C 0.1656 7.4385 -1.2306 -0.315 -0.121 -0.084
C -3.1339 1.4863 1.8528 0.177 0.252 -0.059
C -0.9907 8.0347 -1.7596 0.331 0.116 0.227
C -1.4041 5.0639 1.2683 1.468 -0.980 1.027
H 1.1558 7.8046 -1.5050 -0.278 -0.106 -0.056
H 4.1050 3.5493 -2.7181 0.194 -0.047 0.041
H 4.7583 2.4037 -1.5159 0.018 0.071 -0.058
H 1.5079 3.2026 -3.2019 0.017 -0.001 0.172
H -6.2335 5.6547 4.7022 0.134 0.053 0.037
H -3.7334 2.8897 4.8905 -0.203 0.126 -0.013
H -3.5128 4.9884 7.1277 -0.030 0.119 -0.263
H -3.3350 6.2163 -0.0546 0.453 0.223 -0.132
H -3.1619 8.0552 -1.7431 0.299 -0.065 0.006
H -4.9975 3.2726 6.0879 0.119 0.073 -0.228
H 3.4575 2.1504 0.4817 -0.156 0.070 -0.128
H 1.3165 2.2908 1.6832 -0.086 0.002 -0.435
H 3.8885 1.8199 -2.9425 0.047 0.032 0.086
H -0.6811 3.3698 -1.9853 0.236 -0.100 -0.068
H -5.8100 5.4947 6.4197 0.177 0.078 -0.320
H -5.2047 6.8819 5.4888 -0.044 -0.162 -0.090
H -0.4976 4.6503 1.7403 -0.352 1.041 0.279
H -2.2216 4.7468 5.9098 -0.292 0.279 0.222
H -0.9009 8.8803 -2.4478 -0.009 -0.312 0.184
H -2.0141 2.9523 -0.0557 0.530 -0.247 0.129
H -5.3775 3.3660 4.3476 0.237 -0.071 0.154
H -2.9387 6.3743 6.1603 0.066 -0.295 0.018
H 0.9428 5.8688 0.0591 -0.215 0.249 -0.044
```
Positions in Å, forces in eV/Å.

Output
M: 442.479 g mol⁻¹
max |F|: 2.6 eV/Å
LUMO: 2.977 eV
energy above the lowest of the compared OMol25 structures with the same formula, charge and spin: 3.4 kcal per mole
total charge: -1
energy: -50818.1952 eV
HOMO-LUMO gap: 0.2451 hartree

Here are the Löwdin charges for atoms 1 to 6, given in e: number 1, S, carries 0.724; number 2, F, carries 0.114; number 3, F, carries 0.102; number 4, F, carries 0.123; number 5, O, carries -0.303; number 6, O, carries 0.022

The following is a DFT calculation (ωB97M-V/def2-TZVPD) of C22H39GaNO14S as an isolated structure.

Geometry as XYZ:
```
78
Properties=species:S:1:pos:R:3:forces:R:3
Ga 0.2143 -3.4791 -4.3382 -0.041 0.025 -0.004
S -0.2546 0.3510 -8.0317 0.124 -0.064 -0.020
O 4.1796 -1.8061 4.4190 0.043 -0.011 0.076
O 2.3783 2.6519 6.3214 0.021 0.012 0.079
O -2.3910 2.0461 -0.8757 0.328 0.208 -0.256
O 1.1238 -2.4771 0.5867 -0.014 0.034 0.256
O 3.1181 -3.4281 1.0429 -0.006 -0.008 0.038
O -6.0226 2.5546 0.7706 -0.106 0.032 -0.036
O 4.6902 0.1479 3.4982 -0.013 0.037 0.000
O 3.0226 -1.6512 -0.2894 -0.011 0.069 0.069
O -7.5991 4.0519 1.2400 -0.032 0.025 0.000
O 1.5602 -4.8213 -4.2958 -0.042 -0.049 -0.076
O -7.2964 3.3915 -0.8929 -0.016 -0.026 -0.005
O 4.5331 3.1837 5.9542 0.026 -0.029 -0.019
O 3.3556 4.3563 7.4274 -0.012 0.006 0.028
O 5.8418 -1.6927 2.9078 0.079 0.022 0.090
N -3.0359 -0.1657 -1.0077 0.414 0.459 0.201
C -5.8064 2.9332 2.1314 0.104 -0.014 0.093
C -4.3675 1.5818 -2.1130 -0.098 -0.254 0.139
C -1.1262 -1.2485 -7.9086 -0.123 0.122 0.098
C -1.6797 -0.6289 -0.6518 0.101 -0.250 0.319
C -1.1032 -1.5945 -1.6961 -0.288 0.147 -0.321
C 4.4119 -1.8763 -0.0395 0.105 -0.011 0.015
C 3.4533 0.3624 4.2006 -0.124 -0.043 0.001
C 0.9055 -1.8932 -3.2731 -0.117 -0.190 0.071
C -3.1619 1.2065 -1.2821 -0.299 -0.288 0.076
C -1.1163 -1.8813 -6.5021 0.146 -0.093 -0.114
C -0.1421 -0.9298 -2.6955 0.095 -0.076 -0.024
C 3.3264 3.3314 6.5478 -0.038 0.041 -0.001
C 5.3505 4.3094 6.2898 0.025 0.083 0.019
C -7.1346 3.5672 2.5013 0.023 -0.050 0.049
C -7.0005 3.3360 0.2538 0.023 0.018 0.066
C -0.0924 -2.9993 -6.3021 -0.053 -0.067 0.050
C 4.9890 -1.1649 3.5519 -0.080 -0.079 -0.101
C 4.7127 4.7845 7.5841 0.086 0.003 0.000
C 3.4203 -0.8271 5.1400 -0.042 0.073 0.046
C -4.1004 -0.6359 -0.1278 -0.270 -0.333 -0.453
C 4.4216 -3.3081 0.4617 0.139 0.000 -0.102
C 2.3040 -2.5141 0.4588 0.006 -0.032 -0.196
H 2.6343 0.3428 3.4805 0.019 -0.027 -0.026
H 5.1838 -3.4922 1.2129 -0.098 0.017 0.104
H -4.7912 0.7051 -2.6034 -0.020 0.082 0.039
H 4.7495 -1.1740 0.7227 0.043 -0.009 -0.004
H -0.5943 -1.8930 -8.6124 -0.154 0.001 0.000
H -4.0624 2.3018 -2.8719 -0.027 0.067 0.150
H -2.1216 -2.2808 -6.3210 0.078 0.056 0.110
H 4.5111 -4.0305 -0.3513 -0.051 0.015 -0.019
H 0.3506 -0.0891 -2.1829 -0.032 -0.016 -0.073
H -1.9530 -2.0006 -2.2553 0.156 -0.227 0.132
H 3.4699 1.3157 4.7124 0.105 0.001 -0.072
H -5.0649 -0.6318 -0.6458 0.056 0.087 0.082
H -5.5608 2.0535 2.7197 -0.011 -0.051 -0.072
H -3.8896 -1.6688 0.1511 -0.025 0.084 -0.014
H -0.8229 0.9106 -6.9577 -0.023 0.043 0.031
H -1.7202 -1.1369 0.3184 -0.051 0.122 -0.029
H 4.9834 -1.7272 -0.9516 -0.129 -0.011 -0.083
H -0.4398 -3.9048 -6.8210 0.068 0.103 -0.078
H 3.9264 -0.6227 6.0855 0.001 0.014 0.000
H 5.1344 4.2906 8.4608 0.012 -0.005 -0.005
H -0.9536 -1.0861 -5.7638 -0.093 -0.040 -0.062
H 1.6140 -1.3262 -3.8919 -0.002 -0.072 0.051
H 5.2725 5.0467 5.4900 -0.006 0.012 0.008
H -7.0481 4.3921 3.2031 -0.005 0.060 -0.069
H -2.1454 -1.0832 -8.2662 0.085 -0.095 -0.074
H 1.4728 -2.3179 -2.4331 0.061 0.108 -0.108
H -0.6061 -2.4301 -1.2004 0.030 0.123 -0.021
H 1.2044 -5.6058 -4.7277 0.103 0.111 0.111
H 2.4220 -1.2066 5.3353 0.010 -0.074 -0.080
H -1.0311 0.2388 -0.5241 -0.050 -0.041 0.005
H -0.7297 -0.5026 -3.5204 0.044 0.147 0.142
H -7.8511 2.8365 2.8810 0.009 -0.008 0.004
H 4.7425 5.8614 7.7216 -0.086 0.008 -0.032
H -4.1935 -0.0279 0.7847 0.073 -0.085 0.006
H 0.8705 -2.7213 -6.7534 -0.052 0.043 0.077
H 6.3838 3.9926 6.3952 -0.026 -0.089 0.005
H -1.1384 -4.1202 -3.7013 -0.058 -0.014 -0.049
H -4.9763 3.6399 2.1681 -0.010 0.013 0.004
H -5.1135 2.0278 -1.4529 -0.004 0.095 -0.242
```
Positions in Å, forces in eV/Å.

Output
M: 643.337 g mol⁻¹
max |F|: 0.7 eV/Å
LUMO: 1.370 eV
total charge: -1
energy: -116814.1617 eV
HOMO-LUMO gap: 0.2024 hartree

Here are the Löwdin charges for atoms 1 to 6, given in e: number 1, Ga, carries 0.335; number 2, S, carries 0.637; number 3, O, carries 0.066; number 4, O, carries 0.165; number 5, O, carries 0.066; number 6, O, carries 0.159

The following is a DFT calculation (ωB97M-V/def2-TZVPD) of C16H23ClN4O13P3W as an isolated structure.

Geometry as XYZ:
```
61
Properties=species:S:1:pos:R:3:forces:R:3
W 0.3673 -0.6694 1.0430 0.479 -0.404 -0.017
Cl -0.1643 -2.6189 -1.5517 -0.092 -0.041 0.095
P -2.0567 0.9481 -1.7348 -0.022 0.033 -0.024
P -0.2424 2.5598 1.1847 0.004 0.071 0.052
P 1.7442 1.1323 3.2402 0.059 0.101 -0.042
O 0.8261 -0.1247 2.8024 -0.289 -0.181 0.019
O 0.3552 -2.7278 1.7227 0.069 -0.219 0.030
O 2.2326 1.0552 4.6094 0.022 0.035 0.013
O -1.3992 -0.9226 1.3457 -0.142 0.015 0.080
O 0.4341 -1.3248 -0.7709 -0.174 0.028 0.210
O 0.6102 3.6354 0.4014 0.047 -0.002 -0.082
O 1.5108 3.7063 2.8175 -0.025 -0.046 0.006
O 0.8250 -3.6039 -1.3609 -0.038 0.120 0.021
O 2.8087 1.2253 2.0720 -0.002 0.021 0.058
O -0.2919 -2.1439 -2.8633 -0.003 -0.044 0.010
O 4.4200 -0.9524 1.2114 -0.018 0.033 -0.019
O -1.3876 -2.8984 -0.8996 0.193 0.109 -0.079
O 0.4491 1.0433 0.5743 -0.002 0.246 -0.171
N -3.5571 3.0198 -2.8694 0.017 -0.025 0.015
N 2.2026 -1.7036 1.1977 -0.084 -0.032 0.044
N -3.8820 0.7960 -3.8420 0.003 -0.013 0.002
N -1.8228 2.0414 -4.2964 0.005 -0.011 0.002
C 1.6201 -2.8200 1.6617 0.006 0.163 -0.142
C 2.5904 -3.8375 2.0326 0.000 -0.049 0.019
C 3.6569 -5.8161 2.7549 0.047 0.008 0.000
C -1.0385 1.4527 -3.2135 0.022 0.022 -0.012
C -2.5068 3.2555 -3.8589 -0.008 0.022 -0.004
C -2.9961 2.5553 -1.6027 -0.028 0.037 -0.025
C -3.3697 0.0426 -2.7009 -0.024 -0.008 0.004
C 5.0015 -3.8968 2.1019 0.067 0.010 -0.008
C 0.6651 2.5600 2.8652 -0.014 0.104 0.047
C -2.8217 1.1007 -4.8004 0.000 -0.002 -0.018
C 3.6169 -1.8207 1.3662 0.129 -0.033 0.015
C 4.8948 -5.2106 2.5631 -0.051 0.001 -0.001
C -0.4141 2.6845 3.9405 0.021 -0.014 -0.037
C 2.4725 -5.1321 2.4949 -0.072 -0.002 0.000
C -4.5021 2.0490 -3.4195 -0.012 0.021 -0.007
C 3.8302 -3.2300 1.8374 -0.045 0.007 -0.016
H 0.0428 2.7447 4.9288 -0.005 -0.015 0.006
H -2.3258 0.1737 -5.0945 0.004 -0.002 0.010
H 1.8540 3.8984 3.7006 0.009 0.006 -0.006
H 1.5077 -5.5968 2.6446 0.004 0.004 0.001
H -2.9656 3.7204 -4.7336 -0.004 -0.009 -0.003
H 5.9627 -3.4226 1.9578 -0.004 -0.002 0.001
H -2.3300 3.3299 -1.2101 0.018 -0.014 0.004
H -5.2728 1.8368 -2.6761 0.007 -0.005 0.007
H -3.8045 2.4382 -0.8756 0.006 -0.021 0.002
H 1.4336 3.9135 0.8454 -0.012 -0.010 0.010
H 3.6156 -6.8350 3.1140 -0.001 0.000 0.000
H -3.2832 1.5401 -5.6869 -0.002 0.006 0.005
H -4.1990 -0.1966 -2.0297 0.005 0.003 0.005
H -0.2806 2.1736 -2.8921 -0.004 0.000 0.009
H 3.6972 0.8757 2.2455 -0.031 -0.025 -0.055
H -4.9803 2.5011 -4.2905 0.006 -0.002 -0.004
H -2.9621 -0.9085 -3.0527 0.021 0.004 0.000
H -1.0819 1.8205 3.9253 0.001 -0.005 0.014
H -1.0101 3.5813 3.7651 -0.002 -0.001 0.000
H -1.8169 -1.7564 1.6180 -0.050 0.025 -0.049
H 5.7942 -5.7712 2.7790 0.003 0.002 -0.002
H -0.5024 0.5791 -3.5933 -0.014 -0.015 0.006
H -1.7739 3.9511 -3.4449 0.002 -0.006 0.005
```
Positions in Å, forces in eV/Å.

Output
M: 791.590 g mol⁻¹
max |F|: 0.6 eV/Å
LUMO: -5.531 eV
energy above the lowest of the compared OMol25 structures with the same formula, charge and spin: 18.0 kcal per mole
total charge: +1
energy: -91748.9342 eV
HOMO-LUMO gap: 0.1723 hartree

Here are the Löwdin charges for atoms 1 to 6, given in e: number 1, W, carries 1.915; number 2, Cl, carries 0.778; number 3, P, carries 0.984; number 4, P, carries 1.015; number 5, P, carries 0.433; number 6, O, carries -0.407